--- one ---
Density functional theory data (the ωB97M-V functional and the def2-TZVPD basis) for 2 unconnected molecules or ions with the total composition C6H14Si.

XYZ file:
```
21
Properties=species:S:1:pos:R:3
C -1.071 1.042 0.318
C -2.083 0.280 0.082
C -3.448 0.342 0.723
C -1.831 -0.855 -0.912
C 3.294 1.303 0.401
C 2.121 -1.587 -0.107
Si 1.958 0.242 -0.484
H -0.873 1.855 1.096
H -3.319 -0.070 1.747
H -3.904 1.338 1.046
H -4.300 -0.296 0.337
H -1.137 -0.441 -1.646
H -2.768 -1.205 -1.449
H -1.278 -1.622 -0.329
H 2.960 2.268 -0.075
H 3.019 1.287 1.489
H 4.349 1.228 0.267
H 1.111 -2.028 -0.076
H 2.501 -1.889 -1.106
H 2.924 -1.873 0.604
H 1.775 0.680 -1.927
```

Charge: 0
Orbital gap (alpha / beta) (eV): 8.20 / 7.21
HOMO level (alpha / beta) (eV): -8.03 / -7.03
LUMO energy (alpha / beta) (eV): 0.170 / 0.184


--- two ---
Density functional theory data (the ωB97M-V functional and the def2-TZVPD basis) for 2 unconnected molecules or ions with the total composition C6H14Si.

XYZ file:
```
21
Properties=species:S:1:pos:R:3
C -0.035 1.090 0.503
C 0.926 1.948 0.176
C 0.973 3.251 0.938
C 2.016 1.561 -0.796
C -1.012 -3.615 0.040
C -1.619 -2.235 0.385
Si -0.983 -0.878 -0.849
H -0.938 1.355 1.104
H 0.061 3.756 0.785
H 1.212 2.831 1.933
H 1.743 4.022 0.695
H 1.706 2.010 -1.719
H 2.009 0.490 -0.963
H 2.982 2.052 -0.608
H -1.490 -4.387 0.601
H -1.188 -3.866 -1.008
H -0.028 -3.673 0.341
H -1.483 -1.943 1.476
H -2.683 -2.267 0.083
H -0.175 -1.514 -1.886
H -1.994 0.012 -1.234
```

Charge: 0
Orbital gap (eV): 9.25
HOMO level (eV): -8.44
LUMO energy (eV): 0.812


Short version: two, one, most stable first.


--- one ---
Density functional theory data (the ωB97M-V functional and the def2-TZVPD basis) for a molecular structure, C4H7FI2.

XYZ file:
```
14
Properties=species:S:1:pos:R:3
C 0.821 -0.368 0.757
C -0.292 0.153 -1.466
C -0.328 0.374 0.048
C -1.677 -0.053 0.535
F 0.572 1.093 -1.962
I -3.233 1.423 0.057
I -2.217 -1.988 -0.218
H 0.665 -1.387 0.549
H 0.975 -0.245 1.813
H 1.771 -0.151 0.353
H -1.366 0.389 -1.946
H 0.025 -0.831 -1.971
H -0.015 1.399 0.152
H -1.755 -0.207 1.540
```

Charge: 0
Orbital gap (eV): 9.20
HOMO level (eV): -9.42
LUMO energy (eV): -0.218


--- two ---
Density functional theory data (the ωB97M-V functional and the def2-TZVPD basis) for a molecular structure, C4H7FI2.

XYZ file:
```
14
Properties=species:S:1:pos:R:3
C -0.594 -1.374 0.307
C 1.177 -0.022 -0.820
C 0.280 -0.089 0.398
C -0.691 1.161 0.443
F 2.412 -0.488 -0.434
I 0.108 3.091 0.995
I -1.864 1.281 -1.454
H -1.333 -1.396 -0.595
H -0.960 -1.770 1.282
H 0.146 -2.106 0.108
H 1.407 1.088 -1.198
H 0.732 -0.565 -1.553
H 0.794 0.051 1.426
H -1.612 1.137 1.094
```

Charge: 0
Orbital gap (eV): 9.11
HOMO level (eV): -9.39
LUMO energy (eV): -0.281


Short version: one, two, most stable first.


--- one ---
Density functional theory data (the ωB97M-V functional and the def2-TZVPD basis) for a single C5H8FN molecule.

XYZ file:
```
15
Properties=species:S:1:pos:R:3
C 1.439 -0.469 0.917
C -0.765 -0.836 -0.204
C 0.751 -1.006 -0.349
C 1.460 0.216 -0.423
C -1.032 1.559 -0.414
N -1.269 0.372 0.295
F -1.297 1.673 -1.663
H 0.716 -0.240 1.668
H 2.382 -0.969 1.167
H -1.168 -1.032 -1.209
H -1.201 -1.528 0.488
H 0.878 -1.906 -0.975
H 1.342 1.212 -0.826
H -0.885 2.508 0.196
H -1.350 0.445 1.330
```

Charge: 0
Orbital gap (alpha / beta) (eV): 8.88 / 7.05
HOMO level (alpha / beta) (eV): -7.91 / -6.57
LUMO energy (alpha / beta) (eV): 0.975 / 0.479


--- two ---
Density functional theory data (the ωB97M-V functional and the def2-TZVPD basis) for 2 unconnected molecules or ions with the total composition C5H8FN.

XYZ file:
```
15
Properties=species:S:1:pos:R:3
C -0.235 0.493 1.631
C -0.957 0.313 0.538
C -1.609 1.399 -0.174
F -1.039 -1.013 0.109
H -0.054 1.512 1.929
H 0.085 -0.337 2.287
H -2.114 1.167 -1.142
H -2.356 1.764 0.584
H -0.949 2.259 -0.291
C 2.132 -0.269 -1.786
C 1.348 0.468 -2.502
N 0.755 1.363 -2.985
H 1.670 -1.075 -1.284
H 3.128 -0.431 -2.038
H 0.197 1.295 -3.831
```

Charge: 0
Orbital gap (eV): 9.75
Structure (SMILES): C=C(C)F.C=C=N
HOMO level (eV): -8.82
LUMO energy (eV): 0.923


Short version: two, one, most stable first.


--- one ---
Density functional theory data (the ωB97M-V functional and the def2-TZVPD basis) for 2 unconnected molecules or ions with the total composition C3H9NOS2.

XYZ file:
```
16
Properties=species:S:1:pos:R:3
N 1.477 0.488 2.256
C 2.165 0.513 0.960
C 1.552 1.600 0.100
O 1.999 1.867 -0.978
H 1.817 -0.259 2.853
H 1.688 1.342 2.761
H 2.062 -0.445 0.457
H 3.226 0.771 1.039
H 0.740 2.189 0.553
C -2.300 -1.243 0.934
S -1.043 -0.271 0.025
S -1.284 -1.058 -1.874
H -3.216 -1.321 0.360
H -2.482 -0.683 1.852
H -1.883 -2.215 1.182
H -0.339 -2.014 -1.851
```

Charge: 0
Orbital gap (eV): 9.80
Structure (SMILES): NCC=O.CSS
HOMO level (eV): -9.14
LUMO energy (eV): 0.666


--- two ---
Density functional theory data (the ωB97M-V functional and the def2-TZVPD basis) for a single C3H9NOS2 molecule.

XYZ file:
```
16
Properties=species:S:1:pos:R:3
N 1.518 -1.176 0.052
C 0.543 -0.100 0.262
C 0.631 0.989 -0.994
O 1.826 1.875 -1.161
C -0.899 -0.492 -0.102
S -1.499 -1.071 1.614
S -3.264 0.125 1.594
H 1.817 -1.518 0.926
H 2.231 -0.796 -0.532
H 0.632 0.262 1.243
H 0.472 0.444 -1.989
H -0.077 1.712 -0.674
H 2.459 1.457 -1.687
H -1.269 -1.334 -0.649
H -1.357 0.451 -0.349
H -3.765 -0.829 2.447
```

Charge: 0
Orbital gap (eV): 8.53
Structure (SMILES): N[C@@H](CO)CSS
HOMO level (eV): -8.24
LUMO energy (eV): 0.296


Short version: one, two, most stable first.


--- one ---
Density functional theory data (the ωB97M-V functional and the def2-TZVPD basis) for 2 unconnected molecules or ions with the total composition C4H7NS3.

XYZ file:
```
15
Properties=species:S:1:pos:R:3
C 2.367 0.724 -0.337
C 1.163 -0.124 -0.101
C -1.065 -0.529 0.990
C -1.920 -1.068 -0.204
H 3.302 0.145 -0.386
H 2.132 0.980 -1.394
H 2.343 1.527 0.389
H -2.081 1.132 -0.879
H -1.629 0.153 1.757
H -0.701 -1.275 1.545
H -1.424 -1.592 -1.054
N 0.124 0.321 0.495
S 1.338 -1.901 -0.265
S -0.427 1.965 -0.190
S -3.522 -0.457 -0.364
```

Charge: 0
Orbital gap (eV): 6.55
HOMO level (eV): -8.30
LUMO energy (eV): -1.745


--- two ---
Density functional theory data (the ωB97M-V functional and the def2-TZVPD basis) for a single C4H7NS3 molecule.

XYZ file:
```
15
Properties=species:S:1:pos:R:3
S 0.660 -2.494 0.938
C 1.246 -0.985 0.640
S 2.840 -0.545 1.235
C 0.552 0.005 -0.241
N 0.256 1.314 0.262
C -1.168 0.925 0.476
C -0.965 -0.284 -0.502
S -1.499 -0.016 -2.247
H 3.103 0.594 0.529
H 1.036 0.003 -1.210
H 0.816 1.543 1.067
H -1.865 1.720 0.108
H -1.409 0.584 1.497
H -1.228 -1.281 -0.235
H -2.375 -1.084 -2.314
```

Charge: 0
Orbital gap (eV): 8.40
Structure (SMILES): S=C(S)[C@@H]1NC[C@H]1S
HOMO level (eV): -8.99
LUMO energy (eV): -0.585


--- three ---
Density functional theory data (the ωB97M-V functional and the def2-TZVPD basis) for a single C4H7NS3 molecule.

XYZ file:
```
15
Properties=species:S:1:pos:R:3
C 0.873 1.484 -0.630
C -0.390 0.582 -0.503
S -0.270 -1.004 -1.483
C 0.851 -1.916 -0.620
S 1.631 -1.596 0.768
C -0.712 0.341 0.975
N -1.270 -0.861 1.402
S -2.329 0.519 1.678
H 0.851 2.098 0.335
H 0.975 2.188 -1.484
H 1.802 0.925 -0.676
H -1.248 0.980 -1.075
H 0.855 -2.891 -1.075
H 0.124 0.835 1.528
H -1.741 -1.684 0.862
```

Charge: 0
Orbital gap (eV): 8.04
Structure (SMILES): C[C@@H](SC=S)[C@@H]1NS1
HOMO level (eV): -8.30
LUMO energy (eV): -0.260


Short version: two, three, one, most stable first.


--- one ---
Density functional theory data (the ωB97M-V functional and the def2-TZVPD basis) for a molecular structure, C2H11N5.

XYZ file:
```
18
Properties=species:S:1:pos:R:3
C 0.822 -0.910 1.171
N 0.631 -0.535 -0.234
N 1.515 -1.141 -1.168
C 0.395 0.900 -0.511
N 0.377 1.721 0.482
H 1.305 -2.136 -1.203
H 2.476 -1.033 -0.851
H 0.374 2.687 0.174
H 0.635 1.102 -1.557
H 0.576 -1.968 1.276
H 1.841 -0.700 1.496
H 0.137 -0.337 1.790
N -1.692 0.158 -0.768
N -2.376 0.767 0.329
H -1.730 1.458 0.741
H -2.509 0.055 1.041
H -2.046 0.580 -1.621
H -0.732 -0.668 -0.587
```

Charge: 0
Orbital gap (eV): 8.46
HOMO level (eV): -7.66
LUMO energy (eV): 0.791


--- two ---
Density functional theory data (the ωB97M-V functional and the def2-TZVPD basis) for 2 unconnected molecules or ions with the total composition C2H11N5.

XYZ file:
```
18
Properties=species:S:1:pos:R:3
N -1.954 -1.189 0.110
C -0.912 -1.325 -0.637
N 0.312 -1.906 -0.239
N -0.891 -0.887 -1.956
H -1.787 -1.511 1.056
H 0.270 -2.570 0.523
H 0.865 -2.277 -0.990
H -0.357 -1.383 -2.623
H -1.777 -0.652 -2.318
N 1.869 0.792 0.720
C 1.235 2.082 0.537
N -0.034 2.345 1.258
H 2.151 0.734 1.705
H 1.233 -0.003 0.490
H 1.943 2.895 0.801
H 0.986 2.211 -0.547
H -0.772 1.669 0.987
H 0.199 2.262 2.270
```

Charge: 0
Orbital gap (eV): 9.20
Structure (SMILES): N=C(N)N.NCN
HOMO level (eV): -8.59
LUMO energy (eV): 0.611


Short version: two, one, most stable first.